(1)
DFT (ωB97M-V/def2-TZVPD) results for a structure of composition C71H58AgN11OP4Se2.

Structure (XYZ):
```
148
Properties=species:S:1:pos:R:3
C 0.12236 -5.93921 2.84023
N -1.13519 -0.24852 -2.02028
C 3.60288 1.21270 -1.61105
H -5.63782 8.65437 4.69529
C -5.10205 7.15847 1.70856
H -1.18233 -0.82509 4.81933
H 5.44857 0.24774 -1.07740
N 4.74334 -4.60184 3.04554
C -5.30152 -1.49352 1.39114
C -5.35686 7.89234 3.98063
C 3.50244 -4.41055 3.31689
C 5.73898 -0.66099 -5.49449
C -4.87093 6.66931 4.42004
H -0.17333 -0.76509 -7.45115
C -3.12103 3.54520 1.71724
C -5.80406 3.76413 0.75283
C -6.33904 3.08710 1.84582
P 2.53150 -0.07372 -0.93930
H 6.45511 -0.92380 2.75327
N 0.55804 0.17259 5.42119
C 3.85287 -3.89717 -0.40811
C 2.98797 -0.37661 -5.14023
H 3.76141 -4.67005 0.34312
C -5.47290 8.13465 2.62062
H 3.43817 1.64949 -4.60467
H 2.54175 2.74772 5.08389
H 5.33615 -3.28620 -3.39260
H 5.28501 -2.64394 -6.17819
H -1.28925 -6.41068 1.29783
H -4.77138 6.47437 5.47992
C -6.50509 3.75325 -0.44953
N -0.11455 -0.13978 -1.19471
H -6.09467 4.27555 -1.30584
H 2.65945 -2.47150 0.68016
H -0.30104 3.32339 -3.41385
H -4.13743 4.74754 3.87627
H -5.17968 7.35996 0.64644
Ag -0.65884 0.14748 1.07572
P -2.46905 2.10137 0.78011
C -7.53280 2.39503 1.73527
O 3.22163 -3.10874 3.57951
C 3.24131 -2.66787 -0.21389
C -0.14055 -1.67041 -6.85762
C 1.02280 -0.06156 -1.91559
H 2.63725 -0.96697 4.67931
C 1.43786 -7.38537 4.25304
P 1.19532 -0.10093 -4.98084
C 0.62515 -0.13406 -3.26057
C 4.88675 -1.71189 -5.79773
C 5.77204 2.21065 -1.87422
C -0.76966 -3.01162 -0.04543
H 5.08511 -5.08220 -1.70040
C -0.65617 -3.99840 -6.54585
C 4.98566 1.13887 -1.48290
N 5.35945 -3.35950 3.13860
H -9.14950 1.83972 0.43841
C 5.74536 0.97506 3.47663
C 5.21339 0.54500 -5.04948
C -1.17085 -5.68441 2.10254
C 5.18112 3.36023 -2.38094
C 3.59376 0.94922 4.56361
C 3.50934 -0.41844 4.34654
C -0.06904 -3.96379 -5.28540
H -8.23849 3.06458 -1.50645
P -4.23038 4.70818 0.80591
Se 0.67306 1.64920 -6.03271
C -3.93503 -0.12900 -0.04933
C -1.30031 -3.16683 1.97743
H -0.60195 -7.75494 3.72329
H -0.42089 2.87096 -0.97657
C -0.69284 -2.85553 -7.32738
C 3.80016 3.44181 -2.49510
H -4.88921 -1.93381 -0.67051
C 3.01087 2.37014 -2.10982
C -2.39238 2.99699 -3.72361
C -3.71093 0.77360 0.99211
C -0.46628 -0.04440 4.62782
H -1.09113 -4.91865 -6.91325
H 6.60811 1.52606 3.12924
C -4.26880 0.50445 2.24189
C 4.13429 -1.89334 -2.30848
H 3.33759 4.33665 -2.89047
N -0.85301 -4.30465 0.15157
C 4.74335 -3.12263 -2.50264
H 2.86691 -2.40306 -5.85825
H 5.86732 1.38159 -4.84150
N -1.03473 -2.26417 1.05953
H -3.56070 3.15078 2.63525
H 2.51347 1.52388 6.35305
H -5.82114 3.09866 2.79707
C -3.67764 2.42164 -1.77528
N -0.71847 -0.23582 -3.26174
H -3.45703 0.01851 -1.01126
C 0.44570 -1.63381 -5.60332
H -4.62249 2.13006 -1.33209
C -4.72908 -1.24795 0.15104
H 6.80748 -0.77088 -5.62828
H 4.77164 2.71456 4.26380
C -5.06199 -0.61540 2.43893
C 2.52228 -6.52767 4.13883
H -5.49418 -0.80014 3.41444
H -5.92736 -2.36368 1.54242
C 4.54011 -1.08228 3.69595
H 0.82490 2.36005 3.06690
N 1.17157 1.22202 4.83367
H -5.84377 9.08773 2.26757
H 1.93190 2.42609 -2.20222
H 0.92341 -2.75297 -3.82492
H -0.53385 -2.57994 -1.00161
C -2.53669 2.50978 -0.98448
C 1.20360 -5.08047 2.72734
H -1.15934 -2.88063 -8.30322
C 2.47656 1.67619 5.27401
H 6.84817 2.14804 -1.78146
C -3.60452 2.66552 -3.13704
C -4.62884 5.91870 2.13403
C -7.70702 3.06800 -0.56399
H 5.79731 4.19673 -2.68428
N -0.53699 0.78643 3.55851
H 3.45791 -6.74152 4.63580
C 3.51722 -1.57411 -5.61809
N -1.20196 -4.39498 1.45379
C 0.24361 -7.08529 3.61888
H -7.92926 1.86208 2.58956
H -2.02900 -5.78518 2.76909
C 4.60108 -4.12564 -1.55369
H -4.07657 1.15929 3.08270
H -2.32358 3.14240 -4.79224
H 1.52146 -8.28395 4.84820
C 4.71063 1.64283 4.11811
C 3.84546 0.69255 -4.89563
C 0.47703 -2.78366 -4.81348
H 4.27819 -1.10822 -3.03636
H -1.55831 -2.98157 3.00649
Se 2.21005 0.29291 1.13971
H -2.25440 4.13584 2.02887
H -4.49421 2.56951 -3.74575
C 4.43629 -2.51880 3.45287
C 5.66656 -0.38973 3.26410
C -1.24936 3.09296 -2.94376
C 3.37148 -1.66374 -1.16884
C -8.21772 2.38267 0.52678
C -4.51322 5.69148 3.50412
C 2.39331 -5.36791 3.38670
H -0.04709 -4.85256 -4.66875
C 0.50523 1.57433 3.73137
C -1.32101 2.84493 -1.58275
H 1.13517 -4.17994 2.12863
```

* ΔE to the lowest compared entry with this formula, charge and spin: 0.0 kcal per mole
* HOMO level: -7.40 eV
* gap between HOMO and LUMO: 7.601 eV
* molar mass: 1471.00 Da
* E_tot: -264856.423 eV


(2)
DFT (ωB97M-V/def2-TZVPD) results for a structure of composition C71H59Cl4N9O2PTeW.

Structure (XYZ):
```
148
Properties=species:S:1:pos:R:3
C -2.39466 3.80565 -2.74938
H 0.99084 -0.29785 5.20312
C -2.13696 -2.25515 0.31922
H -5.71246 -0.44885 -3.16738
C 1.77724 -3.32835 1.15912
H 5.37864 2.23895 -0.29408
H 0.06354 3.92345 4.57962
O -5.52376 -2.39935 -3.52318
H -5.09226 0.54385 2.37842
C 3.80944 3.36125 -1.22538
Cl 6.87674 6.63095 -1.63708
C 2.43864 0.78115 2.15372
H -4.81816 -0.81165 -4.65678
C -2.08706 2.12765 2.85812
C -4.86156 4.78095 4.81722
C -4.96266 -1.11515 -3.61038
C -2.56226 4.16375 4.04142
H -2.55336 0.17015 -4.30558
H -4.47766 5.01705 5.80752
N -0.89886 -2.09755 0.91862
H 2.77214 -5.86855 -1.00308
C 2.38454 -3.86025 2.34312
C 2.82144 2.07735 2.55212
C -1.41526 -0.21435 -2.56808
H -0.19246 -5.43635 -1.93958
C -3.45466 1.82665 2.87672
C 2.52244 1.39115 -2.04068
H -0.38286 -0.18715 -5.67458
H 0.91704 4.04405 -0.11098
H -4.31756 -2.24955 -1.28128
H 2.53394 0.44485 -5.19548
N 2.17084 0.72085 0.78882
C -2.29226 2.30225 -0.87318
C 3.82484 0.10735 6.99072
C -1.63586 3.30905 3.45262
C 4.74744 0.14195 5.95512
H -2.59616 2.22225 0.17802
N 1.70584 0.25835 -1.94568
C 5.11074 3.17595 -0.76028
H -0.29526 -3.85965 -4.13268
W 0.58224 -0.55285 -0.07538
C 1.10724 -8.37865 0.50792
C -3.51016 -1.63895 -1.64598
C -0.14576 3.78665 -0.07368
C 0.58994 -2.36445 -2.77418
H -2.68216 2.94235 -3.35838
C -2.99216 -3.58755 2.15252
C 1.16894 -4.12975 0.21392
C -2.32656 -1.54075 -0.88958
O -5.33426 -4.00095 2.26442
H 0.47834 3.02175 3.12902
H 3.05764 2.37515 3.55442
H 3.61914 2.39165 -3.68958
N -1.25896 -0.72385 -1.30828
H -1.53836 -3.82915 3.74562
H -2.19706 5.07355 4.49272
N -0.97086 4.05365 -2.90488
C 1.16054 -2.25775 -7.84078
C -2.54076 -0.29175 -3.33198
C 2.68874 -2.81765 3.14782
H 4.12824 6.53885 -2.34758
H -4.92616 -3.03615 -3.92818
C 1.66664 -0.22525 -3.25698
C -4.09876 -4.31405 2.85592
N -0.90156 4.87115 -0.63898
H -0.45346 -5.67365 1.78402
C -0.20506 3.75945 3.53812
Cl 1.07034 -10.10425 0.58282
H 1.76194 -0.04545 7.53272
H -4.14306 -3.05515 0.47192
H 5.79424 0.29115 6.16472
H -0.45506 2.14605 -3.44958
H 2.73554 -8.33335 -0.88418
C -4.01036 0.56175 2.28912
H -0.28776 -0.70025 -8.08548
C 2.42034 0.61475 -4.14158
C 0.05074 -3.61285 -3.14788
H -2.82726 5.58275 -0.89728
H 2.46864 -3.26935 -4.90188
H -4.08726 -4.02665 3.91672
N -2.77066 3.56215 -1.36768
H 0.50864 5.28885 -2.11758
C 4.40464 5.58955 -1.91878
C -0.77886 -2.66775 2.14612
N 1.77674 -1.92455 1.19412
C 0.65924 -3.62765 -0.99848
C -0.18886 2.87385 -2.67908
H -0.55276 0.29185 -2.97788
H 0.86744 3.12985 -2.80888
C 0.31544 -1.25625 -7.38428
C -3.17476 -2.99125 0.93612
C 1.15954 -5.60535 0.37372
Te -0.64446 0.55815 2.09992
H -2.76936 1.50615 -1.45218
H -2.62606 4.49665 0.49962
C -4.33866 2.70415 3.48942
H 2.59144 -3.76615 -7.31878
H -3.60416 -0.30285 2.81482
P -0.39266 2.11095 -0.94408
H -2.93086 4.68815 -3.10658
C 1.86164 -2.71445 -5.60178
H -1.08216 6.04635 -2.34888
C 2.84574 2.25215 -1.01398
C 2.96434 1.59615 -3.38928
C 2.50614 -0.35975 2.97032
C -3.66956 -0.99945 -2.84528
C 2.96354 -0.19525 4.37172
C 1.03534 -1.69845 -5.12658
C 2.47314 -0.05025 6.72292
H -3.90546 -5.39715 2.79862
H 2.54764 -4.90505 2.51832
C 1.93464 -2.99225 -6.95258
N 0.87114 -2.32555 -1.41708
H 3.15284 -2.82605 4.11442
C 3.47114 4.57535 -1.80588
C -1.73186 -3.42275 2.76672
C 0.10104 -4.41035 -2.03108
C 2.53804 1.98205 0.33682
C 5.70074 5.38075 -1.47448
C 0.21404 -7.63395 1.26452
C 2.31654 -1.62405 2.44992
H 3.13604 3.87185 1.31802
C 6.05734 4.17005 -0.89658
C 2.04044 -7.74805 -0.30258
H 0.12054 -2.45655 2.70692
C 2.05544 -6.36845 -0.36998
C 0.26454 -0.97505 -6.03118
C -3.91366 3.87385 4.09792
C -2.33586 4.67395 -0.54008
H -0.50586 -8.14085 1.88822
H -5.83856 4.31965 4.92502
H 2.46554 4.74205 -2.16258
H -0.45176 3.66285 0.97052
H -0.08616 4.70675 3.01332
Cl 4.36684 0.26875 8.62252
C 2.87574 2.83535 1.40772
C -0.56876 5.13715 -2.02608
Cl 1.27394 -2.57335 -9.53248
C 1.03774 -1.38275 -3.67968
H 5.02654 0.02645 3.84262
H -3.74516 0.46615 1.23602
H -4.97786 5.71875 4.27702
H -5.38816 2.45495 3.50742
H 7.06574 4.01115 -0.55308
H -6.03826 -4.41115 2.77662
C 4.31274 -0.00565 4.65182
C 2.04614 -0.20045 5.41612
C 0.24624 -6.25165 1.19892
```

* ΔE to the lowest compared entry with this formula, charge and spin: 35.4 kcal per mole
* HOMO level (spin up / spin down): -8.73 / -8.73 eV
* gap between HOMO and LUMO (spin up / spin down): 4.845 / 4.848 eV
* molar mass: 1554.54 Da
* total charge: +1
* E_tot: -160583.354 eV


(3)
DFT (ωB97M-V/def2-TZVPD) results for a cluster of 12 separate species, C71H81IN12O4P in total.

Structure (XYZ):
```
170
Properties=species:S:1:pos:R:3
C -0.72923 -0.43236 -2.47405
H -11.80998 0.66577 -2.60163
N 6.05016 2.72087 -0.14697
O -9.87513 -0.50577 0.00060
C 5.49937 -7.28657 8.90374
C -1.43983 -3.86359 -7.81670
C -2.34304 2.20239 -3.14736
H 2.14407 3.10560 -3.26168
H -8.86345 -2.13310 -0.94692
C 0.52297 2.31155 -9.33109
O -0.25044 3.06089 -2.73250
C -3.95159 -0.33853 -2.44553
H 6.91367 3.92245 2.89770
H 1.24969 -0.24420 4.55249
C -5.81554 7.35808 4.16765
P -2.33411 0.59388 -2.04830
C 4.89326 -4.16354 4.55172
C -0.20680 -2.78874 -6.08391
C 0.70369 1.16201 -7.23105
N 3.68995 -1.63875 4.58426
H 1.09423 3.26516 -7.48574
H -0.07889 1.03361 -10.96067
H 4.50709 6.66599 -2.73568
C -2.16148 1.19163 -0.24318
C 10.18393 -11.30229 9.34331
H 2.79046 -2.43776 -3.35106
N -5.85465 6.27790 2.00918
H 6.07896 -7.88605 10.89002
H -1.15522 5.28689 -2.85430
H 11.59521 -11.83970 10.87511
C -4.23577 5.61878 3.67427
C 6.85844 -4.97023 9.37930
C -4.92958 -0.62175 -1.16108
C 5.39976 5.01600 -3.78810
N 6.25856 -5.11309 8.17755
H 0.07018 -0.47138 0.95265
H -0.55207 0.60409 2.42327
N 0.05016 -0.05269 -9.21224
H 3.74851 -4.48149 2.74719
H -10.36519 1.63474 -1.84831
H -1.46712 2.73213 5.40259
C -0.51316 -1.73817 -1.53216
H -0.53666 3.05499 7.69838
H -7.82450 0.70841 -2.08736
C 0.88393 0.47224 5.28228
C 6.52297 5.08512 -0.26582
C 6.12925 -7.11057 10.13124
H -6.68883 -2.17519 -1.24727
C 9.18446 -9.46189 11.09095
H 6.24138 1.83310 1.70497
H -0.20845 -4.92235 -9.24170
H -0.14624 -2.18175 -5.18491
H 1.90334 -4.30002 -8.06144
H -7.43519 0.41229 -0.21812
H 7.38481 -4.03100 9.52454
H -1.93687 1.98772 -4.24737
C -7.63000 -2.87648 -6.45123
H 1.38231 1.62273 8.41609
C -7.64490 -0.10518 -1.24889
H 10.54969 -12.01873 8.61352
C 10.25257 -10.26094 11.48563
H -8.16883 -3.81098 -6.34331
H 2.72549 -2.20496 2.85116
H -4.58026 0.33681 -3.20250
C -6.43105 -1.10830 -1.71435
C -0.63105 2.13519 5.75608
N -0.15465 1.23245 4.87145
O -12.21610 -0.97986 -0.25252
C -9.05944 -0.97857 -1.15612
O -1.51442 3.25601 -2.48325
H -7.17551 -2.67478 -4.35274
C -2.26371 0.01570 0.89456
C -11.41378 1.13822 -1.58007
H 2.29521 -0.06517 6.81408
C 0.88117 -2.61354 -1.83290
H 0.91367 1.14888 -6.16757
H 4.09211 2.10311 -4.46201
C 0.15283 1.10432 -9.90161
H -2.86339 8.85446 -1.15387
H 5.12121 -6.36106 6.99289
H 0.54344 6.74284 -3.96579
C 8.66895 -9.63934 9.81711
H -6.44979 -1.25773 -2.87969
H 7.83288 -9.04240 9.46362
H 6.59119 5.98367 -0.86850
N -6.39227 -1.08530 -5.40844
H -1.26157 -2.08695 -0.67794
H -2.71745 -0.99815 0.52618
H -3.45051 2.60909 -3.14053
N 9.14535 -10.54208 8.93248
C -4.74743 6.55903 4.56233
C 4.56228 -2.02151 5.54185
H 4.75404 -1.28244 6.31471
H -7.16712 7.77757 2.54032
H 7.09423 6.03873 1.57953
C 0.80234 2.33709 -7.96858
H 10.68231 -10.15180 12.47713
C 1.75723 -1.92326 -3.06673
H -4.45031 4.80124 1.69022
H -5.69866 0.40494 -6.65415
H -7.89385 -2.73910 -8.58480
H 7.32609 -5.76338 11.32344
C 6.82412 -5.93084 10.37727
C -6.77438 -1.07800 -7.79198
H 5.36043 -5.14397 4.53930
N 5.30819 3.75809 -4.27248
H 0.24138 -0.94047 -7.36030
H -2.89106 6.36875 -1.41716
C 0.32935 0.00278 -7.89151
C -1.42983 -3.08549 -6.66363
H -2.99936 0.42369 1.73751
H -5.13765 0.30806 -0.48180
C -2.13758 6.96881 -1.91901
H -9.66354 -0.95324 -2.18008
H 2.36116 5.43438 -2.37931
H 8.76334 -8.71954 11.75942
C -0.23461 -4.31517 -8.34397
C 6.80234 5.11066 1.09668
C 6.32935 2.77635 1.17376
C 3.42817 -2.53721 3.60978
C -1.17339 6.36215 -2.71738
H -6.63589 -0.58504 -8.74753
N 0.97897 -3.21400 -6.57130
C 0.95257 1.51359 7.42460
I -3.53813 2.79746 0.33498
H -2.35202 -2.71856 -6.22752
C -0.11554 2.31264 7.02992
C 1.33085 -0.60713 -3.92432
H -2.37911 -4.11561 -8.30030
C -11.20017 -0.16602 -0.56160
C 10.76423 -11.20119 10.59758
H -1.00543 -1.30259 2.26972
C -7.47400 -2.27654 -7.69631
C -1.14669 9.07464 -2.43112
C 0.93750 -3.96920 -7.69081
H 6.34813 5.51338 -3.96938
C -6.25567 -0.52753 -6.63101
H -1.09801 10.15655 -2.34885
H 5.92111 3.80718 -1.89541
H 0.59119 3.21010 -9.93377
N -0.19675 8.51382 -3.21115
C 3.06002 3.66933 -3.39773
C 3.18545 4.96565 -2.90893
C 5.18459 -3.25923 5.56783
C -2.12652 8.35161 -1.76984
H -12.18103 1.90491 -1.13178
H 4.94911 -8.19380 8.68150
H 1.20502 -3.56064 -1.22846
C -0.23190 7.16929 -3.33547
C 4.13958 3.11329 -4.06503
C -0.83057 -0.28370 1.67665
H -6.23666 8.10043 4.83611
C 5.59300 -6.26982 7.96693
H 2.04931 -0.25196 -4.80515
C 3.99734 -3.79930 3.55214
C -4.81607 5.51768 2.42001
H 0.18036 2.74380 -1.87166
C -7.07803 -2.24774 -5.34662
H -3.77948 -1.36148 -3.03506
C 6.70369 3.93558 1.83422
H -4.31769 6.66817 5.55382
C 1.46423 0.57334 6.53654
C -6.33105 7.18063 2.89381
H 5.87886 -3.51253 6.36099
C 6.15283 3.87789 -0.83634
C 4.37736 5.65510 -3.10517
H -3.40479 4.98027 3.95181
N 0.06946 0.12343 -3.59925
H -1.06313 1.64959 -0.14676
H -4.52097 -1.56725 -0.55778
```

* HOMO level: -10.71 eV
* gap between HOMO and LUMO: 7.182 eV
* molar mass: 1324.39 Da
* total charge: +1
* E_tot: -118377.235 eV